# 1
The following is a DFT calculation (wB97M-V/def2-TZVPD) of a 5-piece molecular cluster, C10H20Br10 overall.

Last column: Löwdin charge in e.
Cartesian coordinates (Å):
Br -3.82347 -17.19931 7.70498  0.630
C -4.34570 -17.57191 9.60303  -0.651
C -5.68987 -16.99429 9.76538  -0.667
Br -6.39161 -17.40694 11.64025  0.559
H -3.68199 -17.07298 10.30918  0.066
H -4.35336 -18.62637 9.87900  0.064
H -6.36726 -17.51138 9.08578  0.009
H -5.77749 -15.91209 9.66906  0.062
Br -7.56549 -17.12451 6.10862  0.733
C -6.13293 -16.50954 4.95750  -0.754
C -6.62925 -15.51465 3.95848  -0.665
Br -5.02415 -14.94068 2.89295  0.603
H -5.60409 -17.32231 4.45968  0.049
H -5.46830 -15.93726 5.60470  0.010
H -6.97665 -14.60276 4.44415  0.065
H -7.36888 -15.97708 3.30488  -0.030
Br -8.38147 -18.34048 -0.16884  0.885
C -6.84377 -18.56997 1.11198  -0.528
C -7.25934 -19.16450 2.53686  -0.615
Br -7.88458 -21.02117 2.24624  0.652
H -6.33162 -17.60816 1.08524  0.044
H -6.14502 -19.26540 0.64697  0.065
H -8.01923 -18.50078 2.94935  0.040
H -6.45451 -19.20988 3.27055  0.058
Br -10.42388 -19.88822 9.35364  0.561
C -8.54902 -20.61742 9.09295  -0.626
C -7.91023 -20.12192 7.81904  -0.645
Br -8.20488 -21.37476 6.21465  0.515
H -8.55660 -21.69864 9.23078  0.055
H -7.95099 -20.45052 9.98883  0.056
H -6.82039 -20.12412 7.80010  0.041
H -8.27266 -19.10499 7.66876  -0.049
Br -8.51001 -13.52662 -2.36158  0.692
C -8.36384 -14.77921 -0.85893  -0.701
C -9.12304 -14.17079 0.38320  -0.603
Br -9.57509 -15.57356 1.64075  0.859
H -7.36400 -15.17695 -0.68510  0.055
H -8.78921 -15.72705 -1.18874  -0.019
H -10.04082 -13.69844 0.03295  0.053
H -8.60770 -13.34116 0.86718  0.078

Strongest force on any atom   1.999 eV Å⁻¹
Net charge   +1
Energy above the lowest of the compared OMol25 structures with the same formula, charge and spin   0.579 eV
Expectation value of S²   0.76
2S+1   2
Kohn-Sham gap (alpha / beta)   8.30 / 2.63 eV

# 2
The following is a DFT calculation (wB97M-V/def2-TZVPD) of a 4-piece molecular cluster, C10H20Br6O overall.

Last column: Löwdin charge in e.
Cartesian coordinates (Å):
C 1.76757 -1.95114 2.10176  -0.225
C 1.53313 -3.40811 1.87507  -0.149
C 1.46172 -3.93967 3.27718  -0.090
O 0.73447 -2.92632 3.98542  0.155
C 0.89854 -1.60775 3.33869  -0.027
H 1.41961 -1.34789 1.26325  0.055
H 2.79929 -1.60416 2.15883  0.091
H 2.28801 -3.93591 1.29226  0.143
H 0.55485 -3.63627 1.45196  0.140
H 2.49194 -4.01323 3.62550  0.180
H 1.00056 -4.92732 3.27768  0.160
H 1.42403 -0.85117 3.92138  0.160
H -0.04274 -1.08227 3.17752  0.152
Br 2.31851 1.53473 1.43264  0.680
C 4.15462 1.43492 0.73562  -0.601
C 4.15788 0.79663 -0.67197  -0.595
Br 3.64353 -1.13514 -0.68876  0.619
H 4.77016 0.91264 1.46801  0.059
H 4.52075 2.45909 0.66397  0.066
H 5.13426 0.67743 -1.14162  0.053
H 3.43860 1.32081 -1.30125  0.002
Br 1.04727 1.30240 -2.98260  0.612
C 0.09568 0.66576 -1.33063  -0.697
C -1.04509 1.59217 -0.94156  -0.674
Br -1.78620 0.96475 0.78473  0.571
H 0.83741 0.57812 -0.53674  -0.069
H -0.08631 -0.40702 -1.39486  0.059
H -1.79822 1.49473 -1.72349  0.002
H -0.74623 2.63945 -0.89706  0.068
Br -7.34586 2.10196 -5.07250  0.604
C -6.39689 2.77398 -3.47431  -0.704
C -5.34807 1.80150 -3.02216  -0.695
Br -4.42354 2.55189 -1.47365  0.669
H -7.13308 3.10482 -2.74174  0.061
H -5.85002 3.63563 -3.85718  0.046
H -4.63810 1.56046 -3.81333  0.062
H -5.85203 0.86954 -2.76607  0.058

Strongest force on any atom   2.734 eV Å⁻¹
Net charge   +1
Expectation value of S²   0.75
2S+1   2
Kohn-Sham gap (alpha / beta)   9.11 / 2.84 eV

# 3
The following is a DFT calculation (wB97M-V/def2-TZVPD) of one molecule with the formula C10H20INO3S.

Last column: Löwdin charge in e.
Cartesian coordinates (Å):
C -3.53416 0.40387 1.75958  -0.138
C -2.62128 0.87592 0.61299  -0.296
C -1.19277 1.19424 1.05901  -0.187
C -0.15755 0.06291 1.16629  -0.740
I -1.01647 -1.92938 1.13154  1.062
O 0.41463 0.21233 2.49322  -0.287
S 1.97202 -0.02428 2.72181  0.595
O 2.35814 -1.30313 2.22183  -0.267
O 2.22446 0.30811 4.08516  -0.249
C 2.59726 1.25136 1.67788  -0.190
C 1.88848 1.28144 0.30890  -0.150
C 0.90623 0.12980 0.06243  -0.377
C 0.29072 0.28369 -1.35067  -0.168
C 0.92169 -0.66153 -2.38601  -0.182
C 0.19480 -2.00727 -2.57608  -0.292
N 0.14263 -2.39501 -3.98991  -0.011
H -4.21052 -0.37692 1.41547  0.066
H -4.14135 1.22580 2.13451  0.070
H -2.96022 0.00540 2.59448  0.048
H -3.03563 1.80944 0.22461  0.107
H -2.64943 0.17735 -0.22077  0.065
H -0.78124 1.97347 0.41621  0.114
H -1.26784 1.63773 2.05282  0.128
H 3.67209 1.11947 1.60322  0.112
H 2.39462 2.16746 2.22962  0.109
H 1.40433 2.24045 0.14107  0.115
H 2.64913 1.17896 -0.46764  0.127
H 1.46447 -0.80419 0.05156  0.104
H -0.78023 0.08636 -1.33012  0.087
H 0.44354 1.30538 -1.69609  0.114
H 0.91516 -0.18876 -3.36790  0.103
H 1.96605 -0.84777 -2.12695  0.110
H -0.81377 -1.92962 -2.16139  0.075
H 0.68644 -2.79119 -1.99997  0.104
H 0.44922 -3.34440 -4.13375  0.057
H -0.79364 -2.32749 -4.35699  0.060

Strongest force on any atom   0.738 eV Å⁻¹
Net charge   0
Structure (SMILES)   CCC[C@]1(I)OS(=O)(=O)CC[C@@H]1CCCN
Kohn-Sham gap   9.63 eV

# 4
The following is a DFT calculation (wB97M-V/def2-TZVPD) of C10H20N2PRhS as an isolated structure.

Last column: Löwdin charge in e.
Cartesian coordinates (Å):
C -1.50258 0.16831 -0.57454  -0.288
C -0.86101 0.14640 -1.83513  -0.234
C 0.02538 1.19840 -2.04601  -0.160
C -0.01199 2.01790 -0.89609  -0.266
C -1.03986 1.56654 0.07215  -0.239
Rh 0.31777 0.16634 0.04233  0.600
P 0.60741 -2.24973 0.74980  0.651
H -2.29879 -0.39724 -0.17949  0.077
H -0.92974 -0.60026 -2.54534  0.076
H 0.70272 1.23614 -2.88289  0.107
H -1.49692 2.22793 0.86225  0.105
H 0.73137 2.81121 -0.90253  0.100
H 1.90564 -2.76111 0.91761  -0.138
H 0.30619 -3.15899 -0.30309  -0.138
H 0.12535 -3.14956 1.81680  -0.118
C -1.18992 -1.79538 4.40553  -0.093
C 0.14786 -1.42238 4.97463  -0.276
N 1.16129 -0.80867 4.11497  -0.028
C 0.91464 0.33762 3.40984  -0.869
S 1.70682 0.62560 1.92239  0.589
N -0.15306 1.12903 3.77576  -0.053
C -0.35235 1.49925 5.19880  -0.252
C 0.88757 1.89881 5.92088  -0.091
H -1.59776 -0.94701 3.87536  0.060
H -1.92869 -2.13078 5.13670  0.080
H -1.10158 -2.58965 3.67423  0.036
H 0.00870 -0.84678 5.85969  0.071
H 0.56268 -2.30023 5.40172  0.103
H 1.82706 -1.45605 3.70922  0.100
H -0.21731 1.88958 3.10228  0.088
H -1.06216 2.32784 5.14161  0.115
H -0.87098 0.68335 5.70360  0.086
H 1.55164 2.49672 5.33539  0.074
H 0.73045 2.53095 6.76812  0.065
H 1.45188 1.07712 6.29956  0.063

Strongest force on any atom   8.166 eV Å⁻¹
Net charge   0
Energy above the lowest of the compared OMol25 structures with the same formula, charge and spin   0.000 eV
Expectation value of S²   6.02
2S+1   5
Kohn-Sham gap (alpha / beta)   4.96 / 6.37 eV

# 5
The following is a DFT calculation (wB97M-V/def2-TZVPD) of C10H20N2S3Sb as an isolated structure.

Last column: Löwdin charge in e.
Cartesian coordinates (Å):
C -3.02896 2.47677 0.72015  -0.212
C -3.42116 1.79126 2.14175  -0.561
S -1.87276 1.44537 3.10091  0.641
C -1.56487 -0.37862 3.25779  -0.764
Sb -0.35347 -1.28018 1.63043  0.678
C 1.42529 -0.04371 2.08580  -0.441
C 2.20332 0.51246 0.78175  -0.348
C 3.34348 -0.47307 0.23042  -0.480
S 2.96558 -1.29963 -1.38559  0.791
C 2.25881 -0.10002 -2.58432  -0.983
S 2.75299 1.51291 -2.72724  0.595
N 1.20549 -0.64807 -3.48876  -0.213
C -0.08970 -0.07202 -3.69952  -0.028
C -0.67946 -1.11272 -4.66797  -0.120
N 0.30792 -2.15903 -4.92671  -0.025
C 1.51790 -1.88159 -4.18566  -0.109
H -2.53961 1.73302 0.00758  0.043
H -4.02465 2.80830 0.23483  0.060
H -2.42579 3.43547 0.86633  0.063
H -3.98384 2.61675 2.71559  0.056
H -4.10923 0.89888 1.99149  0.078
H -2.53589 -0.97704 3.42362  0.014
H -0.96084 -0.51998 4.23464  0.008
H 0.24543 -2.44550 2.83850  -0.113
H -1.65855 -2.41030 1.31773  -0.139
H -0.97508 -0.12288 0.47022  -0.090
H 0.60251 -2.11425 0.42163  -0.124
H 2.10011 -0.58487 2.82853  0.042
H 1.03750 0.90400 2.62663  0.031
H 1.47088 0.84741 -0.02244  0.066
H 2.75238 1.46449 1.14085  0.099
H 3.51602 -1.31775 0.99210  0.092
H 4.28916 0.15669 0.07202  0.071
H -0.50103 0.87466 -3.24061  0.115
H -1.73685 -1.03280 -5.05987  0.083
H 2.46698 -2.50441 -4.14263  0.123

Strongest force on any atom   6.973 eV Å⁻¹
Net charge   -1
Energy above the lowest of the compared OMol25 structures with the same formula, charge and spin   2.586 eV
Kohn-Sham gap   5.11 eV

# 6
The following is a DFT calculation (wB97M-V/def2-TZVPD) of C10H20N5O7P2PtS as an isolated structure.

Last column: Löwdin charge in e.
Cartesian coordinates (Å):
Pt 0.89945 1.00472 -0.66767  1.377
C -1.85164 1.42201 2.63477  0.061
C -0.71343 1.25750 1.69538  -0.194
N -0.72103 1.48380 0.42653  -0.112
N -1.80005 2.06889 -0.20458  0.049
C -1.51969 2.75174 -1.32273  -0.703
N -2.45778 3.37090 -1.99390  0.203
S 0.11766 2.84811 -1.84445  0.831
C 0.63824 0.95815 2.17240  -0.206
C 0.94591 0.53161 3.43878  0.070
C 2.28028 0.30996 3.77608  0.059
C 3.25901 0.54582 2.82927  0.048
C 2.88650 0.96468 1.56250  -0.044
N 1.60577 1.17615 1.24682  -0.054
H -2.79163 1.70350 2.17109  0.092
H -1.60221 2.17837 3.38253  0.134
H -2.00722 0.47627 3.16035  0.126
H -2.70808 2.06027 0.23501  0.173
H -3.41638 3.43129 -1.67457  0.160
H -2.22873 3.90408 -2.82292  0.149
H 0.16037 0.36681 4.16497  0.146
H 2.54091 -0.04807 4.76390  0.151
H 4.30876 0.40688 3.05092  0.148
H 3.63178 1.14930 0.80363  0.126
C -1.30111 -3.73190 -1.46272  -0.029
C -0.22094 -2.66503 -1.53255  -0.592
O 0.84646 -3.15944 -2.29893  0.008
P -0.86043 -1.10227 -2.24401  0.565
O -1.65154 -1.31667 -3.57371  -0.022
O -1.98322 -0.51886 -1.29803  -0.099
O 0.28111 -0.07985 -2.34611  -0.421
P 0.44780 -2.22659 0.20065  0.414
O -0.80232 -1.78491 1.10897  -0.127
O 1.21954 -3.32019 0.76798  -0.178
O 1.21374 -0.88222 -0.08933  -0.452
H -1.55782 -4.07166 -2.46572  0.108
H -2.20124 -3.37929 -0.95866  0.092
H -0.89775 -4.58868 -0.92321  0.115
H 1.59431 -2.55177 -2.32801  0.103
H -1.18938 -1.50764 -4.40751  0.148
H -2.86544 -0.89299 -1.46353  0.135
H -1.04636 -2.51007 1.70795  0.118
N 2.64519 0.99768 -1.69355  0.004
H 3.02006 0.04793 -1.76897  0.116
H 3.35328 1.59318 -1.26563  0.104
H 2.49929 1.32850 -2.64944  0.100

Strongest force on any atom   1.478 eV Å⁻¹
Net charge   +3
Energy above the lowest of the compared OMol25 structures with the same formula, charge and spin   1.906 eV
Kohn-Sham gap   6.99 eV

# 7
The following is a DFT calculation (wB97M-V/def2-TZVPD) of C10H20N6O2SZr as an isolated structure.

Last column: Löwdin charge in e.
Cartesian coordinates (Å):
Zr -1.65386 -1.12199 0.15435  1.294
N -1.61442 -0.26410 4.33965  0.093
C -2.59021 0.56005 3.64896  -0.316
C -2.42868 2.06493 3.86119  -0.154
C -3.50801 2.91226 3.19611  -0.171
C -3.41125 4.39685 3.52445  -0.165
N -3.72256 4.64439 4.93630  0.093
C -3.56333 5.81554 5.54601  -0.422
N -3.87720 5.94737 6.83447  0.216
N -3.08150 6.85924 4.87705  0.229
C -2.40907 0.13380 2.20780  -0.580
O -3.13174 -0.78884 1.69651  -0.121
O -1.43820 0.58803 1.50961  -0.132
H -1.92086 -0.57295 5.24962  0.098
H -0.69828 0.15922 4.39380  0.099
H -3.58674 0.22722 3.94146  0.162
H -1.44853 2.36716 3.48022  0.129
H -2.40879 2.22914 4.94209  0.121
H -4.50859 2.54909 3.45558  0.131
H -3.42435 2.82691 2.11008  0.126
H -4.10920 4.95621 2.89690  0.135
H -2.39596 4.74935 3.32402  0.133
H -4.20085 3.91560 5.44229  0.160
H -4.18088 5.16203 7.38392  0.135
H -3.82184 6.83847 7.29801  0.138
H -2.90855 6.81278 3.88871  0.120
H -2.90034 7.73496 5.33828  0.142
S -0.46825 -2.84158 0.76315  0.084
C -1.86492 -3.84117 -4.82802  0.032
N -2.12241 -2.79403 -3.83828  -0.094
C -2.86997 -1.65401 -4.05223  -0.018
C -2.85676 -0.96360 -2.88974  -0.106
N -2.10340 -1.66936 -1.95674  -0.152
C -1.67751 -2.76952 -2.58952  -0.139
H -2.80844 -4.27373 -5.15066  0.108
H -1.24894 -4.61056 -4.37226  0.103
H -1.34165 -3.41246 -5.67878  0.108
H -3.34018 -1.44847 -4.99776  0.141
H -3.33591 -0.02692 -2.65998  0.114
H -1.06324 -3.53571 -2.14549  0.124

Strongest force on any atom   0.574 eV Å⁻¹
Net charge   +2
Energy above the lowest of the compared OMol25 structures with the same formula, charge and spin   0.440 eV
Kohn-Sham gap   8.60 eV

# 8
The following is a DFT calculation (wB97M-V/def2-TZVPD) of an isolated ion of composition C10H20O3P and charge +1.

Last column: Löwdin charge in e.
Cartesian coordinates (Å):
C -4.53285 -0.15732 0.54984  -0.275
C -2.81816 -1.15053 -0.70394  -0.189
C 1.49570 -2.61177 -0.23655  -0.149
C 3.08356 0.91934 0.81799  -0.143
C 0.22729 2.88934 -0.97384  -0.085
C -1.36170 -0.43864 1.62210  -0.065
C 1.38150 -1.55462 -1.27302  -0.263
C 1.78877 0.30230 1.17771  -0.344
C 0.76351 1.56946 -1.52175  -0.286
C -0.91037 -0.24845 0.24616  -0.435
O -4.47118 0.87375 -0.00739  0.148
O -3.69036 -1.24072 0.29103  0.031
O -1.67278 -0.71118 -0.70496  0.047
P 0.77828 0.08475 -0.34047  1.107
H -5.35438 -0.49261 1.35245  0.205
H -3.17490 -1.62989 -1.70184  0.209
H 1.79861 -3.60874 -0.48202  0.079
H 2.20644 -2.22543 0.49377  0.057
H 0.55019 -2.60516 0.43920  0.110
H 3.32391 1.71187 1.59245  0.102
H 4.00859 0.19131 0.95533  0.128
H 3.19375 1.36292 -0.17418  0.063
H -0.75319 2.82985 -0.68144  0.048
H 0.84916 3.13272 -0.18496  0.054
H 0.33323 3.59223 -1.78002  0.091
H -1.79100 -1.38855 1.71643  0.075
H -2.00838 0.47246 1.98529  0.136
H -0.56791 -0.22557 2.33822  0.075
H 0.46940 -1.64830 -1.94423  0.097
H 2.24839 -1.31387 -1.86115  0.080
H 1.11144 0.97147 1.67012  0.078
H 1.60404 -0.63372 1.64923  0.071
H 1.63814 1.88442 -1.99235  0.066
H 0.25325 1.09686 -2.33324  0.075

Strongest force on any atom   5.482 eV Å⁻¹
Net charge   +1
Energy above the lowest of the compared OMol25 structures with the same formula, charge and spin   2.374 eV
Kohn-Sham gap (alpha / beta)   7.91 / 7.91 eV

- Which of these has the lowest net charge?
  C10H20N2S3Sb

- The lowest net charge belongs to which entry?
  C10H20N2S3Sb

- Look up the strongest force on any atom of the fourth one.
  8.166 eV Å⁻¹

- Which value of net charge does entry 7 give?
  +2